#one
An isolated ion of composition C4H11NO2 and charge +1. Source: OMol25; level of theory: the ωB97M-V functional and the def2-TZVPD basis.

Cartesian coordinates (Å):
C: -0.60003 -0.24874 1.72989
O: -1.88920 0.09882 2.26248
C: -0.51303 0.05346 0.23463
C: 0.88604 -0.37662 -0.24975
C: 1.20478 0.09266 -1.71108
O: 2.57030 0.54147 -1.70986
N: -1.57222 -0.59989 -0.51405
H: -0.48613 -1.29613 1.99763
H: 0.15702 0.37208 2.21462
H: -1.80679 0.99151 2.58232
H: -0.72145 1.13213 0.16750
H: 1.65118 0.01471 0.42373
H: 1.05133 -1.45425 -0.18926
H: 1.29917 -0.82518 -2.28163
H: 0.51077 0.85830 -2.05193
H: 2.50955 1.48487 -1.55511
H: -2.44865 -0.82989 -0.02690
H: -1.80265 -0.00931 -1.32323

- Multiplicity: 2
- HOMO (spin up / spin down): -0.529 / -0.524 hartree
- Frontier orbital gap (spin up / spin down): 10.9 / 5.2 eV
- Total charge: +1

Löwdin atomic charge list, values in e, 6 entries: -0.193, -0.037, -0.305, -0.092, -0.211, -0.038

***

#two
A 2-piece molecular cluster, C4H11NO2 overall. Source: OMol25; level of theory: the ωB97M-V functional and the def2-TZVPD basis.

Cartesian coordinates (Å):
C: 1.50309 -1.36332 1.10378
C: 1.79426 0.07012 1.10662
O: 0.64545 0.90763 0.82845
O: 2.75813 0.73854 1.34523
H: 2.49138 -1.76738 1.36310
H: 1.17726 -1.72377 0.13476
H: 0.65731 -1.73739 1.65184
C: -2.31010 0.12501 -1.78808
C: -2.43741 0.49542 -0.23184
N: -1.21608 -0.77902 -2.01436
H: -3.15335 -0.38551 -2.27545
H: -2.32494 1.11453 -2.27819
H: -1.50424 1.08346 -0.19471
H: -2.38304 -0.43186 0.33440
H: -0.94791 -1.32810 -1.20027
H: -1.27480 -1.45632 -2.79789
H: 1.09446 1.76326 0.82224
H: -3.26472 1.16331 -0.07504

- Multiplicity: 2
- HOMO (spin up / spin down): -0.508 / -0.508 hartree
- Frontier orbital gap (spin up / spin down): 10.1 / 4.9 eV
- Total charge: +1

Löwdin atomic charge list, values in e, 6 entries: 0.016, -0.494, -0.002, 0.135, 0.115, 0.072

***

Most stable structure, least stable structure: #two, #one.

***

#one
A 2-piece molecular cluster, C4H10NO2 overall. Source: OMol25; level of theory: the ωB97M-V functional and the def2-TZVPD basis.

Cartesian coordinates (Å):
C: -2.31415 0.38467 0.06555
C: 1.34813 -1.23943 0.34659
C: 1.00942 0.57126 -1.31571
C: 0.98798 0.13894 0.12089
N: 0.84674 0.82758 1.21583
O: -3.54473 0.13505 0.01855
O: -1.39141 -0.41437 -0.00275
H: -2.09491 1.40178 0.14201
H: 1.96965 -1.82501 -0.40320
H: 2.02859 -1.38436 1.22401
H: 0.34486 -1.88789 0.48994
H: 0.93666 1.68693 -1.55078
H: 2.02223 0.34048 -1.74385
H: 0.23178 -0.07930 -1.83258
H: 0.51637 1.81314 1.29564
H: -3.68603 -0.80405 -0.12234
H: 0.78884 0.33457 2.05220

- HOMO: -0.553 hartree
- Frontier orbital gap: 11.0 eV
- Total charge: +1

Löwdin atomic charge list, values in e, 6 entries: -0.385, -0.043, -0.003, -0.372, 0.243, 0.203

***

#two
An isolated ion of composition C4H10NO2 and charge +1. Source: OMol25; level of theory: the ωB97M-V functional and the def2-TZVPD basis.

Cartesian coordinates (Å):
N: 1.21761 -0.90076 0.32946
C: 0.31176 -0.30282 -0.70924
C: 1.06708 -0.07584 -1.95564
O: 2.20851 -0.41490 -2.12211
C: -0.50978 0.92955 -0.21533
C: -1.45802 0.52406 0.91119
O: -0.67330 -0.16459 1.90805
H: 0.88228 -1.80776 0.63246
H: 2.17727 -0.89075 -0.03849
H: 1.17202 -0.32082 1.17589
H: -0.55515 -0.96338 -0.80459
H: 0.52304 0.31241 -2.83837
H: -1.03962 1.39076 -1.04659
H: 0.09742 1.73358 0.21421
H: -2.38670 0.05311 0.58106
H: -1.75525 1.44136 1.42967
H: -1.27916 -0.54321 2.54836

- HOMO: -0.551 hartree
- Frontier orbital gap: 11.4 eV
- SMILES: [NH3+][C@H](C=O)CCO
- Total charge: +1

Löwdin atomic charge list, values in e, 6 entries: 0.237, -0.229, -0.189, 0.108, -0.108, -0.213

***

#three
A 2-piece molecular cluster, C4H10NO2 overall. Source: OMol25; level of theory: the ωB97M-V functional and the def2-TZVPD basis.

Cartesian coordinates (Å):
O: 0.58598 -0.67334 -0.06378
C: 0.91350 0.37491 -0.53758
O: 1.90325 0.58873 -1.37396
C: 0.11396 1.62435 -0.33065
C: -1.10868 1.55962 0.37951
C: -2.21663 0.94560 -0.55612
N: 1.89031 -3.04101 1.33669
H: 2.32414 -0.24539 -1.64929
H: 0.36356 2.43447 -1.00858
H: -1.38487 2.51782 0.80345
H: -0.97196 0.81612 1.18163
H: -2.02947 -0.10291 -0.75102
H: -2.28812 1.48620 -1.49035
H: -3.16259 1.08537 -0.04408
H: 1.29147 -2.42236 0.82369
H: 1.76852 -2.98933 2.33181
H: 2.00764 -3.95887 0.94864

- HOMO: -0.443 hartree
- Frontier orbital gap: 3.6 eV
- Total charge: +1

Löwdin atomic charge list, values in e, 6 entries: 0.183, -0.476, 0.193, 0.277, -0.149, 0.026

***

#four
An isolated ion of composition C4H10NO2 and charge +1. Source: OMol25; level of theory: the ωB97M-V functional and the def2-TZVPD basis.

Cartesian coordinates (Å):
C: -1.71355 0.77599 0.11666
C: -0.43589 -1.46341 1.22374
C: 0.20367 1.93284 -0.59562
C: 1.84050 -1.80378 0.51101
N: -1.11896 1.31080 -1.05696
O: -0.58353 -0.46610 0.44629
O: 0.66216 -2.05093 1.40183
H: -2.76371 0.38472 -0.03417
H: -1.25590 -1.88749 1.81249
H: 1.00312 1.45146 -1.29633
H: 0.26431 3.07205 -0.65137
H: 0.39193 1.55925 0.40947
H: 1.68409 -1.16523 -0.24999
H: 2.09713 -2.73444 0.06242
H: 2.79893 -1.57832 0.95972
H: -1.14704 0.65361 -1.82845
H: -1.92726 2.00900 -1.23073

- HOMO (spin up / spin down): -0.443 / -0.443 hartree
- Frontier orbital gap (spin up / spin down): 8.8 / 8.8 eV
- Total charge: +1

Löwdin atomic charge list, values in e, 6 entries: -0.058, -0.192, -0.010, 0.068, -0.089, -0.023

***

Most stable structure, least stable structure: #one, #four.

***

#one
One molecule with the formula C2H4O2S2. Source: OMol25; level of theory: the ωB97M-V functional and the def2-TZVPD basis.

Cartesian coordinates (Å):
O: 1.45792 -1.32556 1.72330
C: 0.39274 -1.07095 1.25249
O: -0.83713 -1.18101 1.74602
C: 0.34598 -0.21539 -0.15533
S: -1.01397 1.16177 -0.62202
S: -1.09615 2.07223 -2.62884
H: -0.78320 -1.64859 2.67933
H: 1.36611 0.04758 -0.45754
H: 0.26132 -0.98229 -0.94933
H: -0.09362 3.14222 -2.58807

- HOMO: -0.342 hartree
- Frontier orbital gap: 8.7 eV
- SMILES: O=C(O)CSS

Löwdin atomic charge list, values in e, 6 entries: 0.115, -0.559, 0.074, -0.350, 0.338, 0.206

***

#two
A 2-piece molecular cluster, C2H4O2S2 overall. Source: OMol25; level of theory: the ωB97M-V functional and the def2-TZVPD basis.

Cartesian coordinates (Å):
C: -0.04433 1.63876 0.09543
C: -0.65891 -1.15451 -0.19492
O: -0.10203 2.61626 -0.52987
O: 1.38158 -0.03267 -1.60425
S: 2.01075 -0.45120 1.17077
S: 0.79481 -0.05052 -0.28414
H: -0.42871 1.47293 1.86058
H: -1.36590 -0.45670 0.35766
H: -0.91942 -1.36594 -1.21152
H: -0.66785 -2.21640 0.34027

- HOMO: -0.347 hartree
- Frontier orbital gap: 8.6 eV

Löwdin atomic charge list, values in e, 6 entries: -0.387, -0.225, 0.095, -0.421, 0.268, 0.248

***

Most stable structure, least stable structure: #one, #two.

***

#one
A 2-piece molecular cluster, C2H4O2S2 overall. Source: OMol25; level of theory: the ωB97M-V functional and the def2-TZVPD basis.

Cartesian coordinates (Å):
C: 0.11385 -0.58981 0.11194
C: 1.13544 0.51296 0.03590
O: -2.72868 0.79528 -1.33110
O: -2.78470 0.65522 1.10119
S: 0.71303 -2.18281 0.14344
S: -2.68348 -0.02830 -0.14289
H: 0.64533 1.56072 0.30706
H: 1.54162 0.60181 -0.93061
H: 2.04719 0.39420 0.64279
H: 2.00039 -1.71927 0.06229

- HOMO: -0.337 hartree
- Frontier orbital gap: 8.5 eV

Löwdin atomic charge list, values in e, 6 entries: -0.566, -0.233, -0.458, -0.455, 0.804, 0.781

***

#two
One molecule with the formula C2H4O2S2. Source: OMol25; level of theory: the ωB97M-V functional and the def2-TZVPD basis.

Cartesian coordinates (Å):
C: 0.88153 -1.27277 -0.27385
C: 0.44642 0.81522 0.45107
O: -2.09853 0.70167 0.94800
O: -1.37854 0.69165 -1.41034
S: -0.75737 -1.77861 0.12511
S: -1.13903 0.39033 -0.03496
H: 1.00332 -0.67180 -1.13156
H: 1.72360 -1.65678 0.20739
H: 0.42014 1.23514 1.48856
H: 0.89845 1.54596 -0.36942

- HOMO (spin up / spin down): -0.339 / -0.339 hartree
- Frontier orbital gap (spin up / spin down): 8.0 / 8.0 eV

Löwdin atomic charge list, values in e, 6 entries: -0.348, -0.213, -0.322, -0.335, 0.669, 0.362

***

Most stable structure, least stable structure: #one, #two.

***

#one
C8H17F6N2O6S2Ti as an isolated structure. Source: OMol25; level of theory: the ωB97M-V functional and the def2-TZVPD basis.

Cartesian coordinates (Å):
Ti: 0.36915 0.24288 0.44284
C: -0.11363 -2.55061 -2.16235
F: 1.14879 -2.36172 -2.55339
F: -0.57523 -3.66771 -2.71158
F: -0.24790 -2.65161 -0.87891
S: -1.11219 -1.06341 -2.67594
O: -1.23317 -1.10767 -4.11192
O: -2.47881 -1.11700 -2.10835
N: -0.09280 0.16737 -1.92622
S: 0.18056 1.06829 -3.07993
O: 1.02858 0.53617 -4.14475
O: -0.94449 1.83514 -3.59665
C: 1.34081 2.33353 -2.33801
F: 0.59464 3.18227 -1.61859
F: 2.17728 1.76686 -1.43279
F: 1.96083 3.09163 -3.28559
C: -2.18472 1.69065 0.17230
C: -1.75290 1.87496 1.63614
C: -2.09310 0.57865 2.45999
O: -1.31079 -0.58105 1.84435
C: -1.42292 -1.82842 2.52079
N: -0.33211 2.11215 1.64462
H: -1.83996 2.48966 -0.48407
H: -3.26879 1.74811 0.07435
H: -2.03722 0.69133 -0.23719
H: -2.33423 2.71771 2.01021
H: -3.15757 0.39925 2.30893
H: -1.92109 0.69124 3.53042
H: -0.60197 -2.44918 2.16190
H: -2.31903 -2.43143 2.37428
H: -1.47636 -1.78849 3.60875
H: -0.11814 2.02284 2.62765
H: -0.14090 3.07297 1.39895
C: 3.06496 -1.51729 -0.05096
C: 3.13115 -1.01627 1.44876
O: 1.98370 -0.44509 1.91865
H: 2.27864 -2.26844 -0.12559
H: 4.06586 -1.79804 -0.37879
H: 2.66608 -0.77231 -0.73944
H: 3.87120 -0.24766 1.67163
H: 3.26365 -1.98390 1.93272
H: 1.98405 -0.66620 2.85284

- Multiplicity: 4
- HOMO (spin up / spin down): -0.185 / -0.345 hartree
- Frontier orbital gap (spin up / spin down): 4.5 / 8.8 eV

Löwdin atomic charge list, values in e, 6 entries: 0.649, -0.711, 0.147, 0.168, 0.151, 0.725

***

#two
C8H17F6N2O6S2Ti as an isolated structure. Source: OMol25; level of theory: the ωB97M-V functional and the def2-TZVPD basis.

Cartesian coordinates (Å):
Ti: -0.64555 -0.85614 0.82465
C: 0.19218 -3.10333 -5.05380
F: 0.91570 -4.15539 -5.43092
F: 0.79127 -2.36417 -4.18237
F: -0.17254 -2.25689 -6.13480
S: -1.46366 -3.70391 -4.23781
O: -2.32491 -2.47989 -4.30172
O: -1.93595 -4.83676 -5.03636
N: -0.91622 -4.08540 -2.65190
S: -0.90990 -5.58691 -2.62995
O: -2.19044 -6.22260 -2.83255
O: 0.17917 -6.22268 -3.35117
C: -0.40981 -5.80279 -0.76359
F: 0.82975 -5.20747 -0.54417
F: -1.37039 -5.25848 -0.00179
F: -0.32526 -7.14819 -0.46277
C: -3.91628 4.27366 1.42645
C: -2.68241 3.40099 0.99426
C: -1.46358 4.22206 0.43219
O: -0.49413 3.28047 -0.05827
C: 0.54646 3.77179 -0.92109
N: -2.37873 2.63811 2.19985
H: -3.82451 4.86179 2.33957
H: -4.80867 3.64879 1.39067
H: -4.04523 4.93476 0.56948
H: -3.06541 2.68915 0.26304
H: -1.04759 4.87730 1.19751
H: -1.63240 4.91863 -0.38901
H: 1.16596 4.53558 -0.45105
H: 0.10938 4.22536 -1.81069
H: 1.27739 2.98065 -1.08822
H: -3.23151 2.30878 2.62931
H: -2.09371 3.39193 2.80863
C: 4.45213 1.39643 4.11980
C: 4.73255 -0.05582 4.09985
O: 4.03878 -0.59915 3.05232
H: 4.83340 1.91903 3.24251
H: 4.86729 1.86053 5.01442
H: 3.37922 1.53709 4.25079
H: 4.46188 -0.62888 4.98668
H: 5.80828 -0.18257 3.97803
H: 4.76803 -0.91541 2.51401

- Multiplicity: 4
- HOMO (spin up / spin down): -0.315 / -0.315 hartree
- Frontier orbital gap (spin up / spin down): 5.9 / 6.1 eV

Löwdin atomic charge list, values in e, 6 entries: 0.946, -0.617, 0.150, 0.150, 0.056, 0.716

***

Most stable structure, least stable structure: #one, #two.